Record 1
{"formula": "C7H8AuN4O7S4", "method": "the ωB97M-V functional and the def2-TZVPD basis", "species": ["Au", "O", "S", "O", "O", "O", "N", "C", "C", "C", "C", "C", "N", "C", "H", "H", "H", "H", "N", "C", "N", "S", "H", "H", "H", "H", "O", "S", "O", "O", "S"], "coordinates": [[-0.429550, -0.136069, -0.700296], [1.279263, 0.782468, 2.060924], [-0.277206, 1.161311, 1.975896], [-0.635239, 1.744842, 3.231877], [-0.351399, 2.119820, 0.866994], [-0.944214, -0.113859, 1.617596], [5.843323, -0.104376, -2.071872], [4.960334, -0.242508, -1.339207], [3.890711, -0.393852, -0.405316], [4.138696, -0.602161, 1.001973], [3.123302, -0.704464, 1.863827], [1.711946, -0.503406, 1.437376], [1.534858, -0.482425, -0.005131], [2.581922, -0.365960, -0.818390], [5.163818, -0.704332, 1.338201], [3.281067, -0.852534, 2.925695], [1.055323, -1.257319, 1.852491], [2.361248, -0.274076, -1.877258], [-0.563060, 2.826938, -2.091407], [0.715086, 2.494373, -2.129131], [1.488830, 2.744952, -1.060863], [1.383730, 1.782860, -3.548205], [-1.003605, 2.956999, -1.187459], [-1.149830, 2.552576, -2.866415], [1.022300, 2.790152, -0.161408], [2.398411, 2.310734, -1.070289], [-2.194642, 1.460216, -3.769391], [-2.151271, 0.182245, -3.092246], [-2.347829, 0.346405, -1.607240], [-2.943914, -0.869358, -3.659428], [-0.142229, -0.466907, -3.111626]], "forces_ev_per_angstrom": [[0.432, -0.598, -0.065], [0.047, -0.277, -0.118], [0.090, 0.421, 0.064], [0.039, -0.463, 0.098], [-0.212, 0.039, -0.138], [-0.080, 0.454, -0.042], [-0.160, -0.049, 0.134], [-0.062, -0.033, 0.040], [0.252, 0.112, 0.031], [0.125, 0.003, -0.121], [-0.091, 0.184, 0.096], [0.083, 0.027, -0.417], [-0.200, 0.080, 0.442], [-0.107, -0.033, -0.078], [-0.027, 0.001, 0.017], [0.032, -0.077, -0.092], [-0.208, 0.023, 0.153], [-0.007, 0.043, 0.051], [0.414, 0.147, 0.582], [0.269, 0.467, 0.403], [0.024, -0.322, -0.708], [-0.009, -0.009, -0.145], [0.064, 0.084, 0.010], [-0.286, -0.118, -0.252], [-0.136, 0.092, 0.309], [0.032, 0.018, -0.009], [-0.214, -0.061, -0.232], [-0.226, -0.220, 0.040], [0.075, -0.106, -0.130], [0.073, 0.106, 0.058], [-0.027, 0.065, 0.020]], "lumo_ev": [2.71, 0.22], "homo_lumo_gap_ev": [8.15, 5.62], "multiplicity": 3, "charge": -1}

=====

Record 2
{"formula": "C7H8BNO2", "method": "the ωB97M-V functional and the def2-TZVPD basis", "species": ["B", "C", "C", "C", "C", "C", "C", "C", "N", "O", "O", "H", "H", "H", "H", "H", "H", "H", "H"], "coordinates": [[1.419688, 1.131236, 0.402569], [1.372331, -1.896855, -0.321661], [0.214353, 0.516101, -0.049226], [0.255725, -1.007877, -0.084961], [-1.528991, 2.215770, -0.307505], [-2.032870, -0.980668, 0.628580], [-0.798055, 1.243638, -0.820824], [-1.000283, -1.608989, 0.087534], [2.629369, -1.687671, -0.593718], [3.083257, -0.511102, -0.495401], [2.318612, 1.642463, 1.114005], [1.146423, -3.014359, -0.350260], [-2.127095, 2.966856, -0.902728], [-1.491145, 2.581142, 0.708208], [-2.971573, -1.391881, 1.059441], [-1.884000, 0.049009, 0.881178], [-0.850809, 1.015370, -1.878263], [-1.028581, -2.670239, -0.182099], [3.273636, 1.408060, 1.105129]], "forces_ev_per_angstrom": [[-0.667, -2.038, -1.200], [-3.268, -1.323, 1.189], [1.178, -2.897, -0.866], [2.696, 2.945, -0.615], [-0.885, 2.542, -0.879], [-0.929, 0.022, 1.412], [-0.198, 0.364, 0.231], [-1.556, -2.336, -0.368], [1.845, 1.343, -0.804], [-0.664, 0.086, 0.620], [2.438, 1.262, 1.653], [0.018, 1.675, 0.117], [0.528, -1.394, 0.199], [0.296, -0.576, 0.439], [0.767, -0.160, -1.036], [-0.136, 0.237, 0.215], [-0.191, -0.082, -0.080], [-0.294, 0.234, 0.238], [-0.979, 0.097, -0.464]], "lumo_ev": -1.04, "homo_lumo_gap_ev": 7.08}

=====

Record 3
{"formula": "C7H8BrI2N", "method": "the ωB97M-V functional and the def2-TZVPD basis", "species": ["C", "C", "C", "C", "C", "C", "C", "N", "Br", "I", "I", "H", "H", "H", "H", "H", "H", "H", "H"], "coordinates": [[-1.461877, -2.183613, -4.023674], [0.402591, 1.577233, 1.934711], [0.570604, -1.036699, 0.829749], [-1.586845, -1.158039, -3.215025], [0.619535, 1.296067, 0.610003], [0.335638, 2.944384, 2.516638], [0.484863, -2.261201, 0.205690], [0.694029, 0.096252, 0.084471], [0.130361, -3.869856, 1.287220], [-0.805951, -0.047744, -1.859093], [1.303505, 2.865894, -0.743048], [-2.094007, -2.223438, -4.972329], [-0.712640, -2.965342, -4.141934], [0.060751, 0.714222, 2.522784], [0.638580, -0.941824, 1.957272], [-0.360146, 2.850989, 3.255829], [-0.068217, 3.585393, 1.765170], [1.271544, 3.218984, 2.849209], [0.577683, -2.461662, -0.863642]], "forces_ev_per_angstrom": [[-0.966, 0.694, -1.746], [-0.454, -0.439, -2.136], [0.374, -2.014, 0.101], [0.278, -2.236, -1.892], [0.365, 1.859, 2.667], [-0.273, -1.675, -2.222], [-0.131, 0.401, 1.836], [-0.104, -1.713, -2.379], [0.380, 1.088, -0.788], [0.404, 1.304, 1.740], [-0.308, -0.416, 0.471], [0.331, 0.366, 1.467], [0.101, 0.153, 0.959], [0.182, 0.612, -0.088], [-0.309, -0.468, -1.523], [-1.662, 0.353, 2.479], [0.040, 0.865, -0.396], [1.901, 1.140, 0.930], [-0.149, 0.124, 0.520]], "lumo_ev": [-2.30, -2.03], "homo_lumo_gap_ev": [4.74, 5.16]}

=====

Record 4
{"formula": "C7H8Cl2", "method": "the ωB97M-V functional and the def2-TZVPD basis", "species": ["Cl", "Cl", "C", "H", "H", "C", "C", "C", "C", "C", "C", "H", "H", "H", "H", "H", "H"], "coordinates": [[0.358616, -2.783859, -1.820337], [2.840410, -1.532290, -0.871088], [1.304404, -1.299872, -1.705683], [1.501405, -0.917013, -2.725522], [0.712631, -0.534694, -1.167405], [-0.297887, -0.513478, 1.505130], [0.591268, 0.561597, 1.479124], [-1.448947, -0.486101, 0.716841], [0.329373, 1.664057, 0.664828], [-1.710847, 0.616350, -0.097450], [-0.821693, 1.691440, -0.123454], [-0.091804, -1.380982, 2.145879], [1.497024, 0.540059, 2.099409], [-2.148609, -1.332073, 0.737303], [1.029030, 2.510020, 0.644370], [-2.616599, 0.637896, -0.717740], [-1.027775, 2.558943, -0.764203]], "forces_ev_per_angstrom": [[-0.005, -0.011, 0.004], [0.008, -0.005, 0.009], [-0.401, 1.132, -0.446], [-0.006, -0.458, 0.620], [0.363, -0.622, -0.129], [0.031, -0.140, 0.105], [0.150, -0.002, 0.110], [-0.120, -0.141, 0.009], [0.135, 0.132, -0.004], [-0.153, -0.013, -0.112], [-0.023, 0.137, -0.127], [-0.093, 0.418, -0.326], [-0.439, 0.002, -0.317], [0.354, 0.409, -0.021], [-0.337, -0.411, 0.011], [0.438, -0.013, 0.301], [0.097, -0.415, 0.311]], "lumo_ev": 0.89, "homo_lumo_gap_ev": 10.50}

=====

Record 5
{"formula": "C7H8Cl2N5S", "method": "the ωB97M-V functional and the def2-TZVPD basis", "species": ["C", "C", "C", "C", "C", "C", "C", "N", "N", "N", "N", "N", "S", "Cl", "Cl", "H", "H", "H", "H", "H", "H", "H", "H"], "coordinates": [[-3.676256, -0.501714, 0.663325], [-2.614529, 0.164300, -0.742433], [0.625746, 0.504806, -0.391646], [2.274641, 1.313235, 0.734081], [-1.545899, -0.984353, 0.986266], [2.884687, -0.707718, -0.724423], [-0.231753, -0.465762, -1.133773], [-2.871591, -1.131651, 1.397364], [0.106367, 1.454291, 0.327653], [1.149458, 1.908423, 1.028340], [1.934930, 0.330516, -0.242538], [-1.538031, -0.458885, -0.425955], [3.772862, 1.486625, 1.386158], [-5.284598, -0.177053, 0.606973], [-2.851141, 1.122450, -2.029861], [-0.980364, -0.432944, 1.678640], [-1.111492, -2.105920, 1.089383], [3.804377, -0.417812, -0.102040], [2.327217, -1.650670, -0.681191], [3.244006, -0.303262, -1.778508], [-0.545957, -0.063229, -2.092959], [0.059370, -1.568711, -1.199565], [1.067950, 2.685035, 1.646699]], "forces_ev_per_angstrom": [[2.910, 0.728, -1.851], [-0.945, -2.494, 3.528], [-0.923, -1.166, -0.485], [2.976, -1.820, -0.461], [0.376, -4.848, -0.921], [0.853, 3.421, -1.380], [-1.792, -0.383, -0.207], [-2.515, 1.687, -0.468], [-1.024, -0.730, -0.679], [-0.575, 0.975, 0.065], [0.750, 1.215, 1.461], [0.690, 0.223, 1.003], [0.173, 0.324, 0.104], [-0.460, -0.114, 0.236], [-0.384, 0.396, -0.656], [0.743, 1.301, 0.505], [-0.535, 2.506, -0.943], [-1.192, -1.511, -0.318], [1.087, -0.021, -0.084], [-1.010, -1.551, 1.735], [0.744, -0.324, -0.563], [0.128, 1.785, 0.070], [-0.077, 0.400, 0.310]], "lumo_ev": -4.70, "homo_lumo_gap_ev": 6.38, "charge": 1}

=====

Record 6
{"formula": "C7H8Cl4CuF9O9S3", "method": "the ωB97M-V functional and the def2-TZVPD basis", "species": ["Cu", "C", "F", "F", "F", "S", "O", "O", "O", "C", "F", "F", "F", "S", "O", "O", "O", "C", "F", "F", "F", "S", "O", "O", "O", "Cl", "C", "C", "Cl", "H", "H", "H", "H", "Cl", "C", "C", "Cl", "H", "H", "H", "H"], "coordinates": [[0.575996, 0.480614, 0.415569], [-1.453734, 4.326694, 0.107179], [-0.828694, 4.139594, 1.234889], [-2.418654, 5.209204, 0.296869], [-0.620454, 4.846834, -0.799031], [-2.189774, 2.591364, -0.448781], [-3.341524, 2.202674, 0.412489], [-2.540274, 2.819614, -1.819421], [-1.080574, 1.669424, -0.220371], [-2.788834, -3.043336, 0.548259], [-2.004104, -3.786216, -0.278181], [-4.059084, -3.236806, 0.176509], [-2.520474, -3.162546, 1.863379], [-2.439244, -1.190246, 0.087479], [-2.785154, -1.096436, -1.340991], [-3.383984, -0.396766, 0.899009], [-1.006014, -0.889096, 0.308509], [-1.277124, 0.165674, 4.651959], [-1.914194, 0.781384, 5.650139], [-0.092174, -0.199206, 5.051489], [-1.996334, -0.924886, 4.317459], [-1.108614, 1.398234, 3.233289], [-0.791154, 2.772824, 3.741279], [-0.010284, 0.900034, 2.398879], [-2.417084, 1.273044, 2.537789], [2.101556, -2.555386, -2.620941], [0.861626, -2.235576, -3.933431], [-0.295444, -1.639916, -3.234111], [0.121226, -0.115456, -2.406981], [0.644126, -3.158546, -4.470941], [1.328586, -1.576706, -4.665511], [-0.643244, -2.410906, -2.546581], [-1.167254, -1.569516, -3.884571], [3.125036, 0.133044, -0.475001], [4.686026, -0.403516, -1.194361], [5.836786, -0.413146, -0.171251], [6.255876, 1.248204, 0.376259], [4.898266, 0.309234, -1.991261], [4.472076, -1.356626, -1.677991], [6.633866, -0.822506, -0.791891], [5.632446, -1.084346, 0.662919]], "forces_ev_per_angstrom": [[-0.609, -0.214, 0.386], [-0.878, -1.211, -0.199], [0.630, -0.051, 0.547], [-0.675, 0.266, -0.053], [-0.025, -0.557, -0.093], [2.480, 0.102, -0.265], [0.104, 0.747, -0.200], [-0.621, 0.027, 0.213], [-1.074, 1.550, -0.271], [1.103, 3.608, -1.576], [-0.417, -0.380, 1.441], [0.437, -0.809, 1.176], [-0.630, -1.258, -1.262], [-1.138, 2.275, -0.939], [0.455, -0.953, 0.969], [1.233, -1.997, -0.600], [-1.171, -1.776, 0.514], [-1.155, 0.707, -0.937], [-0.045, -0.079, 0.234], [1.057, -0.543, 0.546], [0.551, 0.595, 0.021], [-0.796, 3.121, -1.925], [-0.806, -3.185, -0.039], [0.441, -0.544, 0.770], [1.494, 0.297, 1.590], [-0.013, -0.411, -0.817], [1.378, 0.283, -0.166], [-1.080, -0.850, 0.299], [-0.330, -0.266, -0.781], [-0.152, -0.149, 0.469], [0.097, 0.159, 0.251], [0.066, 0.528, 0.735], [0.155, 0.829, -0.193], [0.115, 0.108, 0.194], [-0.209, 0.632, 0.321], [-0.789, -0.278, -1.328], [-0.108, -0.757, -0.121], [0.048, 0.038, 0.138], [0.288, -0.155, 0.392], [0.540, 0.175, 0.482], [0.048, 0.376, 0.075]], "lumo_ev": [2.12, -1.61], "homo_lumo_gap_ev": [8.44, 4.48], "multiplicity": 2, "charge": -1}